1.
Entry from OMol25: C22H31BeFIKN4O9 as an isolated structure at a distorted geometry (ωB97M-V with the def2-TZVPD basis set).

The value obtained for the gap between HOMO and LUMO is 1.75 eV. Its charge is 0. For the LUMO energy, the calculation gives -0.18184 Eh. Its HOMO energy is -6.70 eV.

```
70
Properties=species:S:1:pos:R:3:forces:R:3:mulliken_charge:R:1
C -2.3533 0.8845 3.0373 0.6764 0.8529 -0.0712 0.8169
C -2.3760 0.3702 1.9525 0.3308 -0.4722 -0.8193 -2.0132
C -2.1822 -0.2050 0.6194 -1.0833 2.1556 2.7285 1.7589
C -2.2860 0.6871 -0.4849 0.2685 -1.7653 -2.2825 -1.0082
I -2.6866 2.7536 -0.3514 0.1164 -0.9074 0.1953 0.2450
C -2.1097 0.0241 -1.7562 -0.2768 0.1534 3.5759 0.9969
O -2.1745 0.6933 -2.9222 0.5313 -0.5716 0.2493 -0.5526
C -0.8785 0.9001 -3.5153 1.0851 0.8292 -0.4296 -0.7081
C 0.2240 1.4253 -2.5432 0.1041 -0.0263 -1.2414 0.7375
N 1.0027 2.4494 -3.2818 0.3584 -0.6632 0.6642 -0.5265
C 2.3410 2.5569 -2.6694 0.2192 0.9108 -0.2742 -0.5957
C 2.2895 3.0113 -1.1760 0.6239 -0.7380 1.0676 0.3202
C 2.8199 1.8756 -0.2319 0.1115 0.0649 -0.1136 -1.0027
O 3.1181 4.1553 -0.9168 -0.3811 -0.1116 -0.4727 -0.5706
C -1.8676 -1.3964 -1.6191 0.1885 0.2699 -3.5114 -0.0282
C -1.7068 -2.2133 -2.9315 -0.6290 -0.7734 1.1329 -0.8845
C -0.5216 -3.2051 -2.8079 -0.0195 0.3636 -0.3004 -1.1052
C 0.8675 -2.4993 -2.9383 -0.0331 -1.7445 0.0453 0.6279
C 1.9483 -3.6878 -3.0005 -0.5203 0.9665 -0.0196 -1.4991
N -1.7538 -2.1240 -0.5481 0.1246 0.3181 0.0877 -0.6791
N -1.9153 -1.5074 0.5913 -0.0482 0.6294 -0.1943 0.7874
C -1.8226 -2.3356 1.7983 1.2796 -1.8437 0.4180 -1.4019
C -3.2074 -2.8944 2.1447 -1.3470 -0.6642 -0.6858 0.6842
O -4.1784 -2.3700 1.6692 0.1397 0.4049 0.0456 -0.5536
O -3.3638 -3.9776 2.9227 1.0321 1.2912 0.4993 -0.4225
H -2.1103 1.5495 3.8622 -0.4641 -0.7535 -0.1582 0.4356
H -0.4696 0.0014 -4.0201 -0.5789 0.1891 0.3840 0.1350
H -0.9947 1.6607 -4.3139 -0.3988 -0.3602 0.6174 0.4176
H -0.1710 1.9184 -1.6414 0.0664 -0.5582 -0.3020 -0.3516
H 0.9002 0.5648 -2.3072 -0.5055 0.4635 0.3845 -0.0415
H 1.1235 2.1531 -4.2505 -0.0506 0.0874 0.2057 0.2675
H 2.9356 1.6137 -2.7630 -0.4723 0.3456 0.1433 0.2327
H 2.9144 3.3262 -3.2279 -0.3499 -0.3610 0.3358 0.4547
H 1.2721 3.2653 -0.8220 0.2593 -0.1853 -0.5858 0.3593
H 1.9879 1.2601 0.1646 0.4199 0.2673 -0.1951 0.1876
H 3.3823 2.2943 0.6246 -0.5509 -0.1097 -0.4090 0.3752
H 3.5347 1.2154 -0.7703 -0.3808 0.3227 0.2275 0.1050
H 2.5602 4.9387 -1.0035 0.2385 -0.0858 -0.0349 0.3490
H -2.6303 -2.8333 -2.9898 0.4747 0.3777 0.0208 0.4100
H -1.7117 -1.5829 -3.8329 0.2523 -0.2495 0.4475 0.3779
H -0.5820 -3.7670 -1.8525 -0.1647 0.4088 -0.4773 0.5351
H -0.6453 -3.9621 -3.6126 0.3261 0.4635 0.3537 0.4182
H 1.0394 -1.8099 -2.0628 -0.2066 -0.4326 -0.8896 -0.1887
H 0.8506 -1.9698 -3.9100 0.3774 0.1527 0.7001 0.1123
H 1.5240 -4.5893 -2.5229 0.3250 0.4276 -0.0801 0.4021
H 2.1461 -3.9289 -4.0589 0.1259 0.0633 0.5690 0.3379
H 2.8939 -3.4089 -2.4822 -1.9059 -1.7604 -2.4676 0.4990
H -1.2726 -1.8498 2.6235 -0.5959 0.2860 -0.4175 0.7322
H -1.2076 -3.2120 1.4911 -0.6265 0.3467 -0.0629 0.5040
H -2.5173 -4.2180 3.3310 -0.1676 -0.3195 -0.3482 0.3336
F -2.5856 -4.8695 0.5053 0.5665 0.5797 -0.0284 -0.8614
K 3.7132 -2.4378 -1.2067 1.5723 1.5834 2.5169 0.9624
C -6.3119 4.9373 1.4996 0.3064 0.0861 -0.0729 -0.7397
C -4.9347 5.3140 1.1474 -0.2638 -0.0343 0.0860 0.4021
N -3.8581 5.6066 0.8732 -0.1217 -0.1314 -0.0582 -0.4494
H -6.6677 5.5618 2.3174 0.0322 -0.0067 -0.0145 0.2991
H -6.9635 5.0723 0.6380 0.0332 0.0050 0.0079 0.2668
H -6.3411 3.8936 1.8092 0.0318 0.0198 -0.0080 0.2594
C 0.5306 2.1119 5.8102 -0.2798 0.2750 0.1896 -0.8442
C 1.2353 0.9375 5.1080 -0.0751 -0.2677 0.0419 0.6414
O 0.7287 -0.1882 5.3029 0.0853 -0.0237 -0.3245 -0.6994
O 2.2355 1.2578 4.4227 -0.1150 -0.1146 -0.0811 -0.6728
H -0.3285 1.7660 6.3866 0.0581 -0.0977 -0.0180 0.2587
H 1.2249 2.6111 6.4875 0.0168 0.0825 -0.1240 0.3121
H 0.1837 2.8345 5.0667 0.1624 0.0775 0.0181 0.1771
C 7.0835 -2.7868 2.3449 -0.7857 1.9283 -3.0295 0.7067
O 7.2467 -3.6582 3.2657 1.6985 -3.7893 2.9156 -0.4610
O 6.1417 -2.8122 1.4991 -0.5872 -1.1425 0.1751 -0.4990
O 7.8440 -1.8105 2.1914 0.6721 -0.5394 1.2245 -0.4323
Be 7.7790 -5.3409 3.9202 -1.3055 3.5546 -1.6713 0.5503
```
Positions in Å, forces in eV/Å.

2.
Entry from OMol25: C22H31ClN5O2S6SbSe4W as an isolated structure at a distorted geometry (ωB97M-V with the def2-TZVPD basis set).

As for the relative energy (zero: lowest compared OMol25 entry of this formula, charge and spin): 435.2 kJ/mol. The value obtained for the gap between HOMO and LUMO (alpha / beta) is 4.66 / 3.88 eV. Its charge is -2. For the LUMO energy (alpha / beta), the calculation gives 0.11340 / 0.08507 Eh. As for the spin multiplicity: 3. Its HOMO energy (alpha / beta) is -1.57 / -1.56 eV.

```
73
Properties=species:S:1:pos:R:3:forces:R:3:lowdin_spin:R:1
W -0.1429 1.1515 2.9273 1.1671 -2.4595 -2.0999 -0.2802
Se -0.7492 4.7110 5.8387 0.1988 -0.0687 0.0642 0.5392
Se -0.5172 3.0218 4.4376 -1.1929 1.8622 1.0338 0.8538
Se 0.9647 2.6218 1.4961 -0.1869 -0.0994 0.3162 0.3523
Se -2.5100 1.5640 2.6941 0.0521 0.5453 0.1846 0.2861
S 4.4095 -2.4729 5.2852 -0.0800 -0.0042 -0.2279 0.0030
Sb 2.5755 -3.0918 4.0915 0.1731 -0.5288 0.7930 -0.0012
S 1.6900 -0.5842 2.7164 0.0724 0.2448 -0.5770 0.0051
S 1.9722 -1.4764 0.8911 -0.0226 0.2651 0.1226 0.0216
S 1.0211 -3.7272 5.7198 0.0025 -0.0391 -0.1755 0.0000
C 1.2527 -0.3853 7.6385 0.0862 -0.1413 -0.0966 0.0009
O 2.5238 0.1968 7.3060 -0.1131 0.1360 -0.0285 0.0038
C 2.7274 0.8060 6.1487 0.3618 0.0073 -0.7045 0.0243
S 4.1854 1.4372 5.7699 -0.0260 -0.0407 0.0827 0.0424
S 1.2762 1.0708 5.1529 -0.6282 0.0816 0.8516 0.0920
H 1.4026 -0.8281 8.6201 0.0413 -0.0107 -0.0024 0.0000
H 0.9869 -1.1638 6.9228 0.0095 -0.0177 -0.0044 0.0000
H 0.4805 0.3823 7.6762 -0.0003 0.0288 0.0065 0.0002
C -0.8566 -2.8691 2.8151 0.0146 -0.0211 0.0105 -0.0001
C -1.2476 -2.0070 3.9592 0.0110 -0.1214 -0.0838 0.0006
N -1.0709 -0.7131 4.1358 -0.1683 0.4432 0.2918 0.0015
C -1.6422 -0.4039 5.3637 -0.0443 -0.0641 -0.0223 0.0028
C -2.1529 -1.5204 5.9228 0.0277 -0.2068 -0.1304 -0.0005
N -1.9236 -2.5252 5.0061 -0.2288 0.1304 0.0282 0.0000
H -0.1916 -2.3547 2.1283 0.0489 -0.0444 0.0182 0.0001
H -1.7449 -3.2007 2.2690 0.0152 -0.0073 0.0195 0.0000
H -0.3321 -3.7417 3.2092 -0.0140 -0.0040 0.0216 0.0000
H -1.6580 0.5954 5.7573 0.0682 0.0577 -0.0442 0.0040
H -2.6415 -1.6873 6.8666 0.0393 -0.0250 -0.0355 0.0000
H -1.9735 -3.5147 5.1802 0.1830 0.0276 0.0562 0.0000
C -2.1415 1.6602 -1.7567 -0.0501 0.0605 -0.0068 0.0007
C -1.6429 1.2872 -3.1643 -0.0470 0.0624 0.0064 0.0001
C -0.4053 2.1389 -3.4619 0.0331 -0.0170 0.0961 0.0001
C -2.7728 1.6654 -4.1355 -0.0053 -0.0207 -0.0522 0.0000
C -1.3335 -0.2424 -3.3246 -0.1193 0.0578 -0.1535 0.0000
O -2.5392 -0.9956 -3.1478 0.0245 0.0955 -0.0227 0.0000
C -0.8801 -0.5737 -4.7856 0.0606 -0.0870 0.1598 0.0000
C 0.5266 -1.1595 -5.0502 -0.1284 0.2406 -0.0352 0.0000
C 1.6299 -0.1317 -5.1488 0.1264 -0.1249 -0.0248 0.0000
C 2.6713 -0.0782 -4.2280 -0.0106 0.0055 0.0036 0.0000
C 3.7000 0.8493 -4.3515 -0.0193 -0.0242 0.0499 0.0000
C 3.6893 1.7262 -5.4190 0.0076 -0.0004 -0.0197 0.0000
Cl 4.9901 2.8735 -5.6103 -0.0508 -0.0129 0.0161 0.0000
C 2.6699 1.6938 -6.3577 -0.0115 0.0229 -0.0122 0.0000
C 1.6525 0.7656 -6.2154 -0.0046 -0.0021 -0.0124 0.0000
C -0.2936 -0.8010 -2.3482 0.0682 -0.2538 0.0934 0.0001
N -0.6207 -0.7066 -0.9512 -0.4146 0.1491 -0.1101 0.0014
C 0.0378 -0.0277 -0.0157 0.1700 -0.0133 -0.4055 0.0129
N -0.7024 -0.0021 1.0861 0.2110 0.1316 0.7319 0.0007
C -1.7680 -0.7862 0.7968 -0.2243 -0.1267 -0.1823 0.0099
N -1.7685 -1.2508 -0.4275 0.2198 0.2532 0.1062 0.0016
H -2.6116 2.6462 -1.8013 0.0228 -0.0277 -0.0054 0.0000
H -1.3388 1.7434 -1.0253 -0.0452 -0.0465 0.0019 0.0008
H -2.8936 0.9661 -1.3794 0.0364 0.0100 -0.0013 0.0003
H -0.6456 3.1938 -3.3064 -0.0028 -0.0297 -0.0251 0.0000
H -0.0445 2.0211 -4.4848 -0.0149 0.0179 0.0075 0.0000
H 0.4190 1.8998 -2.7833 -0.0191 0.0299 -0.0341 0.0000
H -3.0567 2.7072 -3.9693 0.0352 -0.0210 -0.0251 0.0000
H -3.6454 1.0367 -3.9585 -0.0033 0.0373 0.0039 0.0000
H -2.4918 1.5642 -5.1864 0.0017 0.0167 0.0393 0.0000
H -2.6884 -1.1091 -2.1945 0.0322 -0.0695 0.0617 0.0000
H -0.9841 0.3105 -5.4123 -0.0044 -0.0367 -0.0285 0.0000
H -1.6144 -1.2970 -5.1387 -0.0141 -0.0002 -0.0182 0.0000
H 0.4692 -1.6743 -6.0130 0.0204 -0.0178 0.0010 0.0000
H 0.7984 -1.9155 -4.3175 0.0069 -0.0545 -0.0242 0.0000
H 2.6960 -0.7764 -3.3975 0.0021 0.0365 -0.0149 0.0000
H 4.4997 0.8843 -3.6238 -0.0161 -0.0038 -0.0106 0.0000
H 2.6809 2.3848 -7.1902 0.0046 -0.0117 0.0095 0.0000
H 0.8626 0.7309 -6.9593 0.0105 0.0106 0.0352 0.0000
H 0.6703 -0.3127 -2.4723 0.0358 -0.0406 -0.0003 0.0000
H -0.1905 -1.8617 -2.5794 0.1180 -0.0296 0.0107 0.0000
H 0.8586 0.6336 -0.2349 0.0287 -0.0515 0.1027 0.0123
H -2.5625 -0.9719 1.4985 0.0618 -0.0397 0.0198 0.0076
```
Positions in Å, forces in eV/Å.

3.
Entry from OMol25: C22H31CsN5O3S5 as an isolated structure at a distorted geometry (ωB97M-V with the def2-TZVPD basis set).

As for the relative energy (zero: lowest compared OMol25 entry of this formula, charge and spin): 7.0 kJ/mol. The value obtained for the gap between HOMO and LUMO is 6.77 eV. Its charge is -1. For the LUMO energy, the calculation gives 0.05675 Eh. Its HOMO energy is -5.22 eV.

```
67
Properties=species:S:1:pos:R:3:forces:R:3:mulliken_charge:R:1
Cs 0.4586 1.0098 0.1343 0.2505 0.1519 -1.0339 1.2187
C 0.5170 2.2557 6.5462 0.1108 0.1015 -0.1865 -0.7483
C 1.3047 2.8990 5.4043 -0.1177 0.0219 0.0397 -0.4611
N 1.7856 1.9457 4.4261 -0.1261 -0.0383 0.1943 -0.2325
C 0.9497 1.2769 3.5649 0.1807 -0.2854 -0.0567 0.0582
S 1.6332 -0.1024 2.8315 0.3668 -0.6829 0.1220 -0.5823
N -0.2753 1.7276 3.4788 -0.2889 1.1746 1.0338 -0.5820
N -1.0582 1.4334 2.4404 -0.6365 -0.5522 -0.1719 0.2843
C -2.3333 1.5188 2.6121 0.6167 0.1279 0.8945 -0.0126
C -2.9500 1.7958 3.9617 0.1948 -0.0407 -0.1637 -1.4416
C -3.2031 1.3715 1.4498 -0.4618 -0.0253 -0.4819 0.5312
C -4.4512 2.0171 1.4215 0.2628 -0.1024 0.0408 -0.8411
C -5.2649 1.8667 0.3190 -0.0107 -0.0718 -0.1278 -0.4780
C -4.8418 1.0524 -0.7240 -0.0717 0.0762 0.0695 -0.8172
C -3.5983 0.4513 -0.6095 -0.1299 -0.0245 -0.1836 -0.1469
N -2.7910 0.6132 0.4256 0.1825 -0.0396 0.2953 0.0794
H 0.2869 2.9954 7.3121 -0.0652 0.0375 0.0741 0.3652
H 1.0920 1.4500 7.0023 0.0241 -0.0365 0.0545 0.2604
H -0.4093 1.8457 6.1517 -0.0588 -0.0650 0.0476 0.0388
H 2.1795 3.4234 5.7973 -0.0522 0.0427 -0.0428 0.3963
H 0.6698 3.6190 4.8854 0.0921 0.0253 0.0649 0.2343
H 2.5753 1.3815 4.7000 -0.0075 0.0641 -0.0871 0.2471
H -2.3064 1.3623 4.7247 -0.0342 0.0543 0.0234 0.2732
H -3.9439 1.3584 4.0405 -0.0593 0.0386 -0.0164 0.4407
H -3.0120 2.8702 4.1542 -0.0257 0.0232 0.0672 0.2767
H -4.7509 2.6435 2.2495 -0.0161 0.0014 0.0166 0.3997
H -6.2193 2.3749 0.2701 -0.0228 -0.0011 -0.0029 0.4045
H -5.4588 0.8928 -1.5959 0.0012 -0.0403 -0.0541 0.4350
H -3.2282 -0.2075 -1.3890 -0.0067 0.0250 -0.0875 0.3787
C 1.5173 -2.2548 -3.0348 0.1108 0.1197 0.4158 -0.6611
C 0.2359 -3.0803 -3.0547 -0.3680 0.1654 0.1578 -0.9758
S -1.1692 -2.2989 -2.1837 0.0880 -0.0958 -0.0215 0.0658
C -1.6821 -3.6163 -1.0325 0.1737 0.2052 -0.2963 -0.7793
C -0.6493 -4.0959 -0.0240 0.1955 0.3716 0.2628 -0.8709
S 0.0481 -2.7415 0.9913 -0.1065 -0.1885 0.0030 0.1361
C 1.8232 -3.1173 0.8942 -0.3926 0.0095 -0.0046 -0.5697
C 2.4318 -3.0916 -0.5002 -0.0423 0.2903 -0.1869 -0.8993
S 2.0252 -1.5737 -1.4274 0.3078 -0.3761 -0.2519 -0.1255
H 2.3420 -2.8542 -3.4250 -0.0371 0.0805 -0.1543 0.4352
H 1.4071 -1.3672 -3.6578 0.0515 -0.0254 -0.0837 0.3154
H -0.0660 -3.2284 -4.0927 0.0742 -0.1222 0.0152 0.5146
H 0.3860 -4.0590 -2.6019 0.0480 -0.0408 -0.0439 0.3816
H -2.5297 -3.1710 -0.5107 -0.0782 -0.0574 -0.0202 0.3735
H -2.0353 -4.4617 -1.6280 -0.1149 0.0060 0.1227 0.4047
H -1.1356 -4.8042 0.6492 0.0442 -0.0949 -0.0763 0.4864
H 0.1760 -4.6078 -0.5151 -0.0345 -0.0950 -0.0407 0.3164
H 2.2693 -2.3452 1.5213 0.0539 -0.0771 0.0541 0.1844
H 1.9963 -4.0928 1.3545 0.1382 0.0773 0.0368 0.3840
H 3.5182 -3.1521 -0.4168 -0.0321 -0.1136 -0.0078 0.5268
H 2.0889 -3.9341 -1.1001 0.0486 -0.0555 0.0199 0.3674
N -1.2613 2.0637 -2.1628 -0.2794 0.0362 -0.1016 -0.2832
C -0.2107 2.6971 -2.8558 0.0930 0.1711 -0.1796 0.3091
C 0.5530 1.9780 -3.7742 -0.0230 -0.0445 0.0754 -0.0994
C 1.6047 2.5893 -4.4348 -0.0766 -0.1065 0.0636 -0.8647
C 1.9009 3.9162 -4.1848 0.4250 0.3610 -0.3323 -0.0336
C 1.1615 4.6339 -3.2657 0.0178 -0.0270 0.0202 -0.6641
C 0.1078 4.0273 -2.5979 -0.0708 -0.1130 0.0876 -0.2980
S 3.1683 4.7201 -5.1944 -0.0451 0.0127 -0.0890 1.2453
O 4.3038 3.8054 -5.1608 -0.1861 0.0737 0.0259 -0.6944
O 3.4042 6.0074 -4.5522 -0.0770 -0.1768 0.0029 -0.7172
O 2.5160 4.8096 -6.4985 0.1445 -0.0091 0.1715 -0.6815
H -1.9556 2.7151 -1.8226 -0.0595 -0.0820 -0.0508 0.2016
H -1.6966 1.3261 -2.6999 -0.0523 0.0418 0.0450 0.2089
H 0.2927 0.9446 -3.9812 0.0088 -0.0521 -0.0030 0.2176
H 2.2059 2.0581 -5.1600 -0.0196 -0.0749 -0.0250 0.3493
H 1.4215 5.6701 -3.0982 -0.0189 0.0337 0.0248 0.4851
H -0.4897 4.5895 -1.8872 -0.0001 0.0122 0.0231 0.3296
```
Positions in Å, forces in eV/Å.

Short version: E = -75234.5660, -382146.4759, -91636.9082 eV, in the order given.